72
Properties=species:S:1:pos:R:3:lowdin_charge:R:1 method="wB97M-V/def2-TZVPD" e_above_lowest_kj_mol=33.5 multiplicity=5 lumo_energy_ha="-0.199 / -0.207" charge=+2
Cr -0.220 2.983 0.446 0.44
C 4.411 -0.025 -0.530 -0.05
N 3.258 0.879 -0.662 -0.10
C 2.479 1.373 0.283 -0.11
N 1.461 2.021 -0.280 -0.03
C 1.693 1.868 -1.621 -0.19
N 2.775 1.190 -1.889 0.17
C 4.015 -1.459 -0.779 -0.20
C 4.817 -2.256 -1.584 -0.01
C 4.468 -3.579 -1.827 -0.03
C 3.310 -4.105 -1.285 0.00
C 2.504 -3.305 -0.478 -0.13
C 2.862 -1.990 -0.218 0.02
C 1.269 -3.869 0.073 -0.31
N 0.755 -5.020 -0.152 0.15
N -0.431 -5.072 0.598 0.15
C -0.519 -3.947 1.203 -0.31
O 0.522 -3.113 0.926 0.09
C -1.577 -3.485 2.105 -0.14
C -2.658 -4.323 2.353 0.00
C -3.672 -3.896 3.197 -0.03
C -3.615 -2.638 3.777 -0.02
C -2.532 -1.800 3.532 -0.19
C -2.511 -0.444 4.200 -0.04
N -1.589 0.492 3.541 -0.10
C -1.654 0.946 2.304 -0.15
N -0.579 1.691 2.050 -0.05
C 0.114 1.652 3.234 -0.18
N -0.457 0.919 4.151 0.16
C -1.508 -2.229 2.701 0.02
H 4.824 0.138 0.465 0.14
H 5.144 0.303 -1.262 0.14
H 2.659 1.241 1.338 0.15
H 1.037 2.258 -2.384 0.12
H 5.714 -1.845 -2.032 0.12
H 5.099 -4.196 -2.453 0.12
H 3.019 -5.129 -1.476 0.13
H 2.220 -1.388 0.415 0.11
H -2.693 -5.299 1.887 0.13
H -4.514 -4.544 3.397 0.12
H -4.420 -2.309 4.425 0.13
H -2.184 -0.494 5.236 0.14
H -3.504 0.003 4.181 0.14
H -2.442 0.724 1.601 0.12
H 1.047 2.166 3.408 0.12
H -0.641 -1.606 2.516 0.12
Br -2.084 4.764 1.075 0.94
C -0.848 5.642 -0.079 -0.66
C -0.959 6.970 -0.409 -0.04
C 0.038 7.480 -1.231 0.00
C 1.070 6.659 -1.664 -0.01
C 1.080 5.336 -1.271 -0.08
N 0.118 4.830 -0.486 -0.09
H -1.776 7.575 -0.043 0.13
H 0.007 8.521 -1.526 0.13
H 1.859 7.036 -2.298 0.13
H 1.861 4.655 -1.580 0.12
C -1.258 -1.344 -0.819 -0.02
N -1.638 -0.711 -2.068 -0.13
C -1.851 -1.494 -3.294 -0.07
C -2.286 -0.429 -4.321 -0.09
N -2.301 0.790 -3.505 0.04
C -1.976 0.563 -2.232 -0.76
S -2.053 1.753 -1.005 0.64
H -0.601 -2.184 -1.043 0.09
H -2.131 -1.715 -0.276 0.11
H -0.719 -0.632 -0.197 0.07
H -2.616 -2.251 -3.122 0.13
H -0.928 -1.997 -3.580 0.13
H -3.273 -0.631 -4.731 0.13
H -1.578 -0.337 -5.141 0.12
H -2.712 1.663 -3.786 0.14

---

96
Properties=species:S:1:pos:R:3:lowdin_charge:R:1 method="wB97M-V/def2-TZVPD" e_above_lowest_kj_mol=0.0 multiplicity=7 lumo_energy_ha="-0.015 / -0.015" charge=0
Tb -0.984 0.342 0.123 1.65
C 0.226 4.221 0.681 -0.19
C 0.256 3.326 1.925 -0.19
N 0.783 1.988 1.642 -0.15
C 2.237 1.886 1.606 -0.29
C 2.905 2.359 0.307 -0.46
S 2.109 1.804 -1.220 0.86
C 1.679 3.389 -1.997 -0.43
C 0.229 3.865 -1.769 -0.27
N -0.252 3.476 -0.465 -0.11
H 1.235 4.579 0.460 0.10
H -0.377 5.111 0.902 0.12
H -0.761 3.197 2.290 0.09
H 0.835 3.826 2.715 0.12
H 0.456 1.366 2.376 0.05
H 2.483 0.836 1.757 0.04
H 2.688 2.457 2.433 0.12
H 3.929 1.977 0.303 0.06
H 2.971 3.445 0.273 0.06
H 1.857 3.259 -3.064 0.07
H 2.402 4.125 -1.641 0.06
H -0.420 3.398 -2.504 0.10
H 0.195 4.952 -1.938 0.12
H -1.262 3.430 -0.459 0.09
O -3.263 0.370 -1.245 -0.34
S -2.531 1.052 -2.300 0.50
O -3.071 2.292 -2.773 -0.26
O -1.090 1.158 -1.879 -0.51
C -2.360 -0.041 -3.684 -0.21
C -3.103 0.250 -4.814 -0.05
C -2.972 -0.531 -5.954 -0.07
C -2.089 -1.593 -5.962 -0.07
C -1.341 -1.893 -4.830 -0.05
C -1.458 -1.124 -3.682 -0.19
S -0.568 -1.739 -2.238 0.50
O -0.257 -3.109 -2.568 -0.30
O -1.532 -1.576 -1.118 -0.43
O 0.600 -0.928 -1.921 -0.42
H -3.767 1.103 -4.792 0.11
H -3.558 -0.301 -6.834 0.11
H -1.988 -2.210 -6.846 0.11
H -0.672 -2.741 -4.820 0.11
C -5.404 5.182 5.808 -0.05
C -4.772 4.228 4.827 -0.28
C -5.258 4.108 3.529 -0.03
C -4.693 3.218 2.629 -0.04
C -3.633 2.445 3.031 -0.28
C -3.129 2.543 4.316 -0.04
C -3.710 3.440 5.205 -0.04
S -2.939 1.323 1.878 0.45
O -3.879 0.267 1.619 -0.26
O -1.668 0.838 2.438 -0.43
O -2.546 2.108 0.678 -0.41
H -5.957 5.970 5.296 0.08
H -4.653 5.650 6.444 0.08
H -6.104 4.660 6.463 0.08
H -6.094 4.724 3.216 0.11
H -5.072 3.132 1.618 0.13
H -2.292 1.925 4.612 0.12
H -3.321 3.525 6.214 0.12
C 6.056 -3.148 -0.530 -0.14
N 4.994 -3.304 0.560 -0.08
C 3.994 -4.390 0.113 -0.11
N 3.474 -4.103 -1.170 -0.13
C 4.539 -3.930 -2.148 -0.16
N 5.467 -2.858 -1.785 -0.15
C 4.800 -1.534 -1.803 -0.30
P 3.335 -1.358 -0.646 1.00
C 4.288 -1.996 0.812 -0.30
C 2.543 -2.957 -1.144 -0.32
H 6.593 -4.098 -0.564 0.14
H 6.723 -2.351 -0.203 0.14
H 5.444 -3.618 1.419 0.17
H 3.200 -4.401 0.859 0.14
H 4.556 -5.325 0.124 0.14
H 4.089 -3.696 -3.110 0.14
H 5.103 -4.862 -2.235 0.13
H 4.467 -1.336 -2.823 0.09
H 5.543 -0.769 -1.561 0.09
H 3.596 -2.145 1.641 0.04
H 5.049 -1.266 1.097 0.09
H 2.110 -2.825 -2.135 0.08
H 1.708 -3.174 -0.475 0.04
C -0.875 -5.720 -0.074 -0.03
C -1.121 -4.393 0.577 -0.33
C -2.412 -3.950 0.858 -0.01
C -2.542 -2.667 1.330 -0.11
N -1.489 -1.868 1.533 -0.05
C -0.280 -2.399 1.287 -0.83
S 1.059 -1.318 1.605 0.61
N -0.055 -3.644 0.844 0.10
H -1.450 -6.515 0.404 0.08
H 0.186 -5.959 -0.041 0.07
H -1.180 -5.661 -1.121 0.09
H -3.276 -4.572 0.671 0.11
H -3.511 -2.227 1.536 0.11

---

60
Properties=species:S:1:pos:R:3:lowdin_charge:R:1 method="wB97M-V/def2-TZVPD" e_above_lowest_kj_mol=75.9 lumo_energy_ha=-0.247 charge=+2
Ba 3.746 -2.533 -4.267 2.06
Ba -2.927 -2.992 3.097 1.97
O -2.264 1.792 0.580 0.16
C -1.378 1.101 0.216 -0.36
O -0.429 1.424 -0.666 0.25
B 0.299 0.220 -1.064 -0.84
O -0.189 -0.830 -0.119 0.26
C -1.174 -0.383 0.558 -0.41
O -1.857 -1.047 1.314 -0.08
O 1.760 0.277 -0.912 0.26
C 2.310 -0.282 -1.960 -0.39
O 3.482 -0.446 -2.180 0.05
C 1.166 -0.633 -2.953 -0.39
O 0.044 -0.224 -2.460 0.27
O 1.405 -1.105 -4.044 -0.08
O 3.355 -3.397 -1.732 -0.11
C 3.177 -3.808 -0.598 -0.36
O 2.402 -4.778 -0.230 0.28
B 2.207 -4.696 1.245 -0.86
O 3.280 -3.801 1.692 0.26
C 3.758 -3.139 0.667 -0.39
O 4.473 -2.185 0.656 0.19
O 0.858 -4.126 1.525 0.24
C 0.247 -4.908 2.379 -0.37
O -0.885 -4.786 2.787 -0.10
C 1.172 -6.123 2.655 -0.38
O 2.240 -5.965 1.913 0.29
O 0.901 -7.028 3.360 0.22
Br 0.699 5.371 -0.116 0.65
C 0.875 4.075 1.323 -0.75
C -0.290 4.124 2.287 -0.64
Br 0.071 2.865 3.747 0.69
H 1.800 4.314 1.862 0.04
H 1.230 3.132 0.906 0.01
H -1.182 3.788 1.766 0.03
H -0.439 5.126 2.671 0.07
Br -6.283 3.829 0.465 0.63
C -4.397 3.382 0.254 -0.74
C -3.670 4.351 -0.632 -0.67
Br -3.460 6.133 0.192 0.59
H -4.303 2.386 -0.174 0.04
H -3.892 3.397 1.219 0.04
H -4.154 4.620 -1.565 0.05
H -2.661 3.986 -0.817 0.04
Br -1.164 -0.205 -6.339 0.64
C -2.649 0.115 -5.089 -0.67
C -2.827 -1.046 -4.141 -0.63
Br -3.792 -0.442 -2.495 0.63
H -3.525 0.292 -5.708 0.06
H -2.443 1.058 -4.591 0.05
H -1.867 -1.442 -3.823 0.02
H -3.404 -1.867 -4.553 0.06
Br 1.330 -1.147 3.947 0.65
C 2.010 -0.067 2.432 -0.66
C 3.116 0.800 3.015 -0.66
Br 3.989 1.855 1.586 0.67
H 1.226 0.612 2.099 0.01
H 2.320 -0.713 1.617 0.04
H 3.897 0.218 3.490 0.06
H 2.661 1.501 3.706 0.01

---

26
Properties=species:S:1:pos:R:3:lowdin_charge:R:1 method="wB97M-V/def2-TZVPD" e_above_lowest_kj_mol=0.0 multiplicity=4 lumo_energy_ha="-0.488 / -0.584" charge=+3
O 2.545 -1.961 -0.304 0.34
C 2.601 -0.817 -0.143 0.25
Re -0.493 0.425 0.188 1.27
O 1.633 2.781 0.595 0.24
C 0.909 1.875 0.421 -0.18
C -1.647 1.800 0.542 -0.22
O -2.517 2.608 0.824 0.25
C -2.224 -0.782 -0.001 -0.04
O -3.183 -1.410 -0.127 0.28
C -0.280 0.691 -1.708 -0.18
O -0.234 0.860 -2.885 0.26
H 2.645 0.360 -0.041 0.19
C 0.092 0.377 4.562 -0.12
P 0.913 -0.582 3.321 0.65
C 2.554 0.157 3.006 -0.13
C 1.136 -2.249 3.747 -0.13
O 0.132 -0.558 1.986 -0.50
H -0.620 -0.263 5.092 0.09
H -0.442 1.211 4.118 0.07
H 0.805 0.764 5.298 0.10
H 3.108 0.248 3.969 0.11
H 3.130 -0.494 2.329 0.05
H 2.471 1.176 2.559 0.06
H 0.176 -2.778 3.669 0.10
H 1.831 -2.748 3.060 0.08
H 1.516 -2.421 4.758 0.11

---

Copy entry 1 word for word.
72
Properties=species:S:1:pos:R:3:lowdin_charge:R:1 method="wB97M-V/def2-TZVPD" e_above_lowest_kj_mol=33.5 multiplicity=5 lumo_energy_ha="-0.199 / -0.207" charge=+2
Cr -0.220 2.983 0.446 0.44
C 4.411 -0.025 -0.530 -0.05
N 3.258 0.879 -0.662 -0.10
C 2.479 1.373 0.283 -0.11
N 1.461 2.021 -0.280 -0.03
C 1.693 1.868 -1.621 -0.19
N 2.775 1.190 -1.889 0.17
C 4.015 -1.459 -0.779 -0.20
C 4.817 -2.256 -1.584 -0.01
C 4.468 -3.579 -1.827 -0.03
C 3.310 -4.105 -1.285 0.00
C 2.504 -3.305 -0.478 -0.13
C 2.862 -1.990 -0.218 0.02
C 1.269 -3.869 0.073 -0.31
N 0.755 -5.020 -0.152 0.15
N -0.431 -5.072 0.598 0.15
C -0.519 -3.947 1.203 -0.31
O 0.522 -3.113 0.926 0.09
C -1.577 -3.485 2.105 -0.14
C -2.658 -4.323 2.353 0.00
C -3.672 -3.896 3.197 -0.03
C -3.615 -2.638 3.777 -0.02
C -2.532 -1.800 3.532 -0.19
C -2.511 -0.444 4.200 -0.04
N -1.589 0.492 3.541 -0.10
C -1.654 0.946 2.304 -0.15
N -0.579 1.691 2.050 -0.05
C 0.114 1.652 3.234 -0.18
N -0.457 0.919 4.151 0.16
C -1.508 -2.229 2.701 0.02
H 4.824 0.138 0.465 0.14
H 5.144 0.303 -1.262 0.14
H 2.659 1.241 1.338 0.15
H 1.037 2.258 -2.384 0.12
H 5.714 -1.845 -2.032 0.12
H 5.099 -4.196 -2.453 0.12
H 3.019 -5.129 -1.476 0.13
H 2.220 -1.388 0.415 0.11
H -2.693 -5.299 1.887 0.13
H -4.514 -4.544 3.397 0.12
H -4.420 -2.309 4.425 0.13
H -2.184 -0.494 5.236 0.14
H -3.504 0.003 4.181 0.14
H -2.442 0.724 1.601 0.12
H 1.047 2.166 3.408 0.12
H -0.641 -1.606 2.516 0.12
Br -2.084 4.764 1.075 0.94
C -0.848 5.642 -0.079 -0.66
C -0.959 6.970 -0.409 -0.04
C 0.038 7.480 -1.231 0.00
C 1.070 6.659 -1.664 -0.01
C 1.080 5.336 -1.271 -0.08
N 0.118 4.830 -0.486 -0.09
H -1.776 7.575 -0.043 0.13
H 0.007 8.521 -1.526 0.13
H 1.859 7.036 -2.298 0.13
H 1.861 4.655 -1.580 0.12
C -1.258 -1.344 -0.819 -0.02
N -1.638 -0.711 -2.068 -0.13
C -1.851 -1.494 -3.294 -0.07
C -2.286 -0.429 -4.321 -0.09
N -2.301 0.790 -3.505 0.04
C -1.976 0.563 -2.232 -0.76
S -2.053 1.753 -1.005 0.64
H -0.601 -2.184 -1.043 0.09
H -2.131 -1.715 -0.276 0.11
H -0.719 -0.632 -0.197 0.07
H -2.616 -2.251 -3.122 0.13
H -0.928 -1.997 -3.580 0.13
H -3.273 -0.631 -4.731 0.13
H -1.578 -0.337 -5.141 0.12
H -2.712 1.663 -3.786 0.14